Entry 1:
Computed, not measured: a cluster of 2 separate species, C10H15B in total at a distorted geometry, with ωB97M-V/def2-TZVPD.

CARTESIAN COORDINATES (ANGSTROEM)
C1 -2.05204 1.53597 -0.48585
C2 -1.66434 0.15650 0.08599
C3 2.02430 -1.01399 0.87919
C4 -1.57482 -0.90543 -1.00973
C5 -2.78676 -0.21846 1.11795
C6 1.12145 -0.00039 0.57391
C7 3.73504 -0.44852 -0.77086
C8 3.25692 -1.19726 0.25262
C9 1.63996 0.80608 -0.47940
C10 2.84657 0.61745 -1.13777
B1 -0.34906 0.14721 0.99632
H1 -0.52520 -1.11265 -1.14603
H2 -1.89451 -0.58378 -1.97595
H3 -3.61611 -0.66889 0.57280
H4 -1.76132 1.66679 -1.50482
H5 1.83739 -1.73585 1.56422
H6 -0.60777 0.65061 3.14337
H7 -3.05273 0.71392 1.61240
H8 -3.02024 1.84960 -0.18468
H9 -2.03631 -1.92793 -0.73903
H10 3.76691 -2.07080 0.56597
H11 4.71169 -0.61480 -1.24865
H12 -1.50601 2.29220 0.15594
H13 2.96933 1.41012 -1.92504
H14 0.97200 1.60152 -0.72811
H15 -2.43433 -0.94923 1.81527

Output
- total charge = 0
- strongest force on any atom (eV Å⁻¹) = 3.54
- orbital gap (eV) = 8.177

Löwdin atomic charge list, values in e, 6 entries:
1. C -0.044
2. C -0.545
3. C -0.047
4. C -0.052
5. C -0.099
6. C -0.168

---

Entry 2:
Computed, not measured: a cluster of 2 separate species, C10H15B in total at a distorted geometry, with ωB97M-V/def2-TZVPD.

CARTESIAN COORDINATES (ANGSTROEM)
C1 3.27308 -1.19052 -0.03754
C2 2.35283 1.41758 -0.23349
C3 -1.61344 -0.13890 1.56643
C4 -1.49467 0.13585 0.05118
C5 -1.76010 -1.18480 -0.71152
C6 1.92016 -0.95647 -0.11814
C7 4.17155 -0.13178 -0.01576
C8 3.69982 1.17271 -0.10404
C9 1.40853 0.36340 -0.21512
C10 -2.58310 1.14395 -0.35004
B1 -0.05228 0.57447 -0.29659
H1 -1.54088 0.78950 2.12526
H2 1.23289 -1.78839 -0.11437
H3 -2.57400 -0.59910 1.78431
H4 -1.65080 -1.04042 -1.78233
H5 -0.82552 -0.80307 1.90976
H6 4.39740 1.99700 -0.09827
H7 1.97386 2.42071 -0.37089
H8 0.36523 3.31640 -1.56766
H9 -1.07218 -1.96517 -0.40035
H10 5.23157 -0.32590 0.05381
H11 -2.43225 2.09494 0.15553
H12 3.63458 -2.20736 0.01755
H13 -3.56524 0.75914 -0.08117
H14 -2.55921 1.32533 -1.42054
H15 -2.77420 -1.52115 -0.50796

Output
- total charge = 0
- strongest force on any atom (eV Å⁻¹) = 1.13
- ⟨S²⟩ = 2.02
- orbital gap (spin up / spin down) (eV) = 6.083 / 8.672
- spin multiplicity = 3

Löwdin atomic charge list, values in e, 6 entries:
1. C -0.093
2. C -0.083
3. C -0.059
4. C -0.561
5. C -0.049
6. C -0.057

---

Entry 3:
Computed, not measured: a structure of composition C10H15BF5IrN2O4SSeSi at a distorted geometry, with ωB97M-V/def2-TZVPD.

CARTESIAN COORDINATES (ANGSTROEM)
Ir1 -0.07790 0.61930 0.57999
Se1 -0.46472 4.68128 -3.32264
S1 2.14148 -2.92338 -0.66855
Si1 -4.14867 2.68330 0.63511
F1 4.04412 -1.46465 0.42560
F2 -0.58353 -1.27744 -1.76593
F3 1.39071 -0.13004 -1.83903
F4 4.68515 -2.99132 -0.96649
F5 3.87069 -1.14021 -1.71092
O1 2.37371 -3.83497 0.42445
O2 1.52086 -0.35540 1.95792
O3 1.93827 -3.46816 -1.97125
O4 1.13053 -1.90243 -0.22152
N1 1.32656 -2.41477 2.85116
N2 -0.91365 2.79223 -1.19530
C1 -3.95197 4.51479 0.27759
C2 0.85802 -1.18095 2.59392
C3 -0.50104 -0.81245 3.10813
C4 -5.65357 2.06526 -0.29207
C5 3.76201 -2.03598 -0.74469
C6 -0.84432 3.31065 -2.24418
C7 -2.63463 1.79701 0.17796
C8 -0.89707 0.51014 2.47401
C9 -1.40497 1.83471 -0.25837
C10 -4.50895 2.47499 2.46328
B1 0.42984 -0.69938 -1.05271
H1 -0.46908 -0.78085 4.20529
H2 -5.41247 3.01945 2.75230
H3 -0.41661 1.34681 2.99259
H4 -3.17533 4.94764 0.91353
H5 -3.64295 4.66533 -0.76059
H6 2.04366 -2.77023 2.22816
H7 -1.97879 0.62769 2.50059
H8 -4.65794 1.42091 2.71312
H9 -1.20709 -1.59898 2.83313
H10 -4.88021 5.06921 0.44093
H11 -5.86000 1.01817 -0.05712
H12 -5.50809 2.14361 -1.37213
H13 -3.68108 2.84799 3.07242
H14 -6.53720 2.65245 -0.02681
H15 0.68325 -3.09900 3.20913

Output
- total charge = -1
- strongest force on any atom (eV Å⁻¹) = 2.95
- ⟨S²⟩ = 0.78
- orbital gap (spin up / spin down) (eV) = 7.081 / 7.331
- spin multiplicity = 2

Löwdin atomic charge list, values in e, 6 entries:
1. Ir 1.079
2. Se 0.497
3. S 0.617
4. Si 0.400
5. F 0.141
6. F 0.118

---

Entry 4:
Computed, not measured: a cluster of 2 separate species, C10H15BrNO2 in total at a distorted geometry, with ωB97M-V/def2-TZVPD.

CARTESIAN COORDINATES (ANGSTROEM)
Br1 -3.87272 1.04870 -0.37308
O1 1.17086 2.58630 -0.51136
O2 2.85070 0.36072 -0.82598
N1 -3.34426 -1.60631 -0.14178
C1 -2.63038 -0.31616 -0.07816
C2 0.70306 1.27567 -0.45245
C3 -1.21115 -0.14806 -0.28512
C4 2.24989 2.68198 0.39833
C5 1.53877 0.14421 -0.66335
C6 3.72508 -0.61680 -1.39633
C7 -0.39320 -1.27120 -0.37887
C8 -2.36380 -0.45060 2.51061
C9 -0.64518 1.16032 -0.31235
C10 0.98032 -1.14473 -0.52535
H1 3.45218 -1.02664 -2.41286
H2 -1.18286 1.97926 -0.50223
H3 -4.25967 -1.19845 0.12538
H4 2.05362 2.14812 1.29549
H5 3.16064 2.38304 -0.12803
H6 3.60000 -1.60619 -0.73723
H7 -2.95039 -2.28385 0.45440
H8 -0.87838 -2.30487 -0.47321
H9 -1.98172 -1.47798 2.33962
H10 1.64366 -1.99057 -0.79469
H11 -3.50451 -1.97758 -1.05922
H12 4.70489 -0.14626 -1.29982
H13 -1.69516 0.32856 2.71934
H14 2.38477 3.75392 0.73902
H15 -3.30507 -0.28456 2.76928

Output
- total charge = +1
- strongest force on any atom (eV Å⁻¹) = 4.68
- orbital gap (spin up / spin down) (eV) = 7.627 / 6.893

Löwdin atomic charge list, values in e, 6 entries:
1. Br 0.912
2. O -0.053
3. O -0.101
4. N 0.158
5. C -0.678
6. C -0.187

---

Entry 5:
Computed, not measured: a structure of composition C10H15Cl5GeN2Pt, with ωB97M-V/def2-TZVPD.

CARTESIAN COORDINATES (ANGSTROEM)
Pt1 -1.00494 0.30645 0.96701
Ge1 -3.16834 1.25628 -1.62860
Cl1 -1.54413 -0.10192 3.90204
Cl2 3.52988 0.02962 5.77696
Cl3 0.45455 -0.14136 6.31958
Cl4 2.58021 0.31256 0.47770
Cl5 4.56705 0.27069 2.85095
N1 -0.06578 1.82674 0.06524
N2 0.23278 2.93773 0.92867
C1 -2.66511 3.14334 -1.30344
C2 0.17517 0.05820 3.63281
C3 2.41594 0.09024 4.46880
C4 -2.16592 0.62746 -3.18979
C5 -2.79914 0.12458 -0.09960
C6 -5.07194 1.27984 -2.09642
C7 2.87482 0.19416 3.15744
C8 0.57649 0.18970 2.30791
C9 1.95270 0.23102 2.11021
C10 1.04581 0.01173 4.71285
H1 -2.54658 -0.34075 -3.51637
H2 -0.71928 2.17618 -0.63057
H3 -2.26808 1.33140 -4.01717
H4 -3.60443 0.26677 0.63239
H5 -5.66178 1.67262 -1.26703
H6 0.76902 1.46267 -0.39257
H7 0.73884 2.56787 1.72539
H8 0.83533 3.57988 0.42214
H9 -1.72812 3.42136 -1.79664
H10 -5.42510 0.27222 -2.31850
H11 -2.83191 -0.91157 -0.46449
H12 -3.43549 3.78596 -1.73062
H13 -1.10287 0.51184 -2.96794
H14 -2.59036 3.37738 -0.23939
H15 -5.25247 1.90708 -2.97097

Output
- total charge = 0
- strongest force on any atom (eV Å⁻¹) = 0.59
- orbital gap (eV) = 7.807

Löwdin atomic charge list, values in e, 6 entries:
1. Pt 0.939
2. Ge 0.699
3. Cl 0.663
4. Cl 0.687
5. Cl 0.691
6. Cl 0.682

---

Entry 6:
Computed, not measured: the ion C10H15ClN with charge +1 at a distorted geometry, with ωB97M-V/def2-TZVPD.

CARTESIAN COORDINATES (ANGSTROEM)
Cl1 1.41133 -1.89665 -1.07754
N1 0.66946 1.00452 1.22457
C1 -1.52287 -1.79023 -2.71491
C2 0.68358 2.29649 2.00527
C3 -1.95394 -0.50240 -2.51650
C4 -0.88532 -0.39923 -0.27754
C5 -0.61689 0.55677 0.59116
C6 1.59088 1.12293 0.04887
C7 -1.85140 -0.00919 -1.27756
C8 -0.30414 -1.71507 -0.57747
C9 1.27682 -0.10532 2.01353
C10 -0.99567 -2.39459 -1.70548
H1 -1.82922 -2.36610 -3.61057
H2 -1.42083 1.20592 0.81547
H3 -0.20754 2.33508 2.56900
H4 -2.45572 0.14291 -3.32538
H5 -0.68389 -3.50954 -1.87457
H6 1.00356 -1.15539 1.67839
H7 1.55269 2.24298 2.70165
H8 2.32270 0.04206 2.09096
H9 -2.38567 0.81196 -0.98958
H10 2.41669 1.65952 0.42786
H11 1.04141 1.51473 -0.77552
H12 0.86081 3.16410 1.43901
H13 1.77929 0.15767 -0.27298
H14 0.97094 -0.08929 3.06688
H15 -0.46706 -2.32466 0.32301

Output
- SMILES = C[N+](C)(C)/C=C1/C=CC=C[C@H]1Cl
- total charge = +1
- strongest force on any atom (eV Å⁻¹) = 5.58
- orbital gap (eV) = 7.676

Löwdin atomic charge list, values in e, 6 entries:
1. Cl 0.742
2. N -0.298
3. C -0.129
4. C 0.050
5. C -0.051
6. C -0.209